Entry 1:
ORCA calculation (ωB97M-V/def2-TZVPD) on 3 unconnected molecules or ions with the total composition C18H17N3O4PS.

Geometry (Å):
C 1.1376 3.0331 0.2602
C 0.2934 2.5991 -0.8228
C -1.0757 2.0940 -0.4648
C -2.1641 2.9871 -0.2311
C -3.4143 2.4032 0.1436
P -4.8156 3.6077 0.5201
N -4.5944 4.0457 2.0261
N -3.7495 1.1287 0.2773
N -2.6990 0.3675 0.0471
C -1.4652 0.7164 -0.2705
S -0.2174 -0.5652 -0.4896
H 1.8111 2.2898 0.7292
H 1.0621 4.0795 0.6208
H 0.6624 2.6858 -1.8689
H -2.0763 4.0784 -0.3226
H -6.0610 2.9544 0.3324
H -4.6519 4.7451 -0.3202
H -4.4280 5.0501 2.0814
H -2.8812 -0.6389 0.1314
H 0.2831 -0.8155 0.7738
C 1.5927 -2.3258 -3.9229
C 1.5888 -1.0440 -3.5664
C 2.3678 -0.0332 -4.3166
O 2.3605 1.1364 -3.9841
C 3.1524 -0.5004 -5.4816
C 3.1586 -1.7829 -5.8410
C 2.3784 -2.7961 -5.0902
O 2.3804 -3.9626 -5.4157
H 1.0294 -3.0789 -3.3856
H 1.0241 -0.6760 -2.7201
H 3.7148 0.2535 -6.0178
H 3.7266 -2.1432 -6.6892
C -0.0409 -1.4034 4.5414
C -0.1289 -2.3736 5.4488
C 0.7873 -3.5399 5.4175
O 0.7078 -4.4235 6.2395
C 1.8039 -3.5806 4.3381
C 1.8888 -2.6084 3.4325
C 0.9737 -1.4476 3.4667
O 1.0535 -0.5537 2.6356
H -0.7005 -0.5446 4.5475
H -0.8644 -2.3583 6.2431
H 2.4649 -4.4379 4.3304
H 2.6240 -2.6213 2.6375

Forces on the atoms, in the same order (eV/Å):
-0.973 -0.098 -0.493
0.305 -0.407 0.366
-2.306 3.102 -0.085
0.170 -2.115 0.359
-1.715 1.885 -0.602
0.746 0.958 2.496
-0.097 -0.039 -0.991
1.348 1.124 -0.631
0.158 -1.424 0.232
2.462 0.610 0.048
-0.351 -0.296 -0.040
1.419 1.257 -1.485
-1.236 -1.279 1.529
0.297 -2.414 0.661
0.001 -0.605 0.054
0.556 -0.146 -0.641
-0.229 -0.867 -0.589
-0.038 -0.256 0.266
0.126 0.320 0.026
-0.626 0.715 -0.253
-0.087 0.104 0.147
-0.036 -0.112 -0.029
0.066 0.190 -0.022
-0.078 -0.084 0.031
0.059 -0.085 -0.092
0.033 0.175 0.000
0.063 -0.192 -0.124
-0.026 0.082 0.059
0.017 -0.045 -0.046
0.098 0.010 -0.118
-0.014 0.025 0.030
-0.022 -0.044 0.014
-0.044 0.044 0.034
-0.091 0.152 -0.048
0.009 -0.166 0.170
-0.005 0.079 -0.080
0.091 0.037 -0.150
0.038 -0.035 -0.036
0.066 -0.059 0.136
-0.189 -0.106 -0.158
0.030 0.021 -0.003
0.022 -0.039 0.011
-0.021 -0.010 0.037
0.002 0.034 0.008

Values from the calculation:
- Highest occupied orbital energy: -0.4106 hartree
- F_max: 0.0752 Eh/bohr
- Frontier orbital gap: 6.15 eV
- Net charge: +1
- Lowest unoccupied orbital energy: -5.02 eV

Atomic partial charges in e from the Löwdin method, atoms 1 to 4:
1. C 0.099
2. C -0.114
3. C -0.167
4. C 0.047


Entry 2:
ORCA calculation (ωB97M-V/def2-TZVPD) on a gas-phase ion, C37H62N18O5 (charge +2).

Geometry (Å):
C 5.0630 2.2502 -2.9023
C 4.7726 2.3354 -4.0604
C 4.4046 2.3296 -5.4676
H 5.1315 2.9144 -6.0450
O 4.2937 1.0085 -5.9949
C 5.4836 0.4581 -6.5212
H 5.1678 -0.4760 -6.9913
C 6.5466 0.1629 -5.4582
H 7.3563 -0.4154 -5.9210
H 6.9697 1.0921 -5.0507
O 5.9180 -0.5706 -4.4298
C 6.7971 -1.1459 -3.4918
H 7.3964 -1.9302 -3.9740
C 5.9594 -1.7476 -2.3644
O 5.0481 -2.6755 -2.9365
C 4.5171 -3.6430 -2.0548
C 3.4383 -3.1223 -1.1049
N 3.9821 -2.3995 0.0219
C 3.2052 -2.1306 1.0927
N 1.8913 -2.2832 0.9626
C 1.2019 -2.1127 2.0947
N 1.7375 -1.8035 3.2740
C 3.0376 -1.5302 3.2465
N 3.8266 -1.6756 2.1819
N 3.6124 -1.0999 4.4077
C 4.7915 -0.2735 4.2938
H 5.3233 -0.5835 3.3949
H 5.4297 -0.4363 5.1645
C 4.3382 1.2148 4.2198
N 2.9250 1.2500 3.9020
C 2.4063 1.2000 2.6612
O 1.2219 1.0229 2.4386
C 3.3868 1.4835 1.5089
N 2.8032 1.1573 0.2412
N 3.4912 0.4599 -0.6401
N 2.7475 0.2708 -1.6736
C 1.5416 0.8451 -1.4861
C 1.5737 1.4384 -0.2395
H 0.8529 2.0079 0.3043
C 0.4703 0.8144 -2.5197
H -0.2964 1.5317 -2.2266
H -0.0006 -0.1716 -2.5272
C 1.0128 1.1525 -3.9226
H 0.3668 1.9041 -4.3766
H 2.0016 1.6015 -3.8211
C 1.0748 -0.0298 -4.8942
C 1.9050 -1.2189 -4.4197
N 3.2598 -0.7929 -4.0394
H 3.9144 -1.5823 -3.8882
H 3.6764 -0.1646 -4.7536
H 1.4384 -1.6927 -3.5538
H 1.9588 -1.9561 -5.2227
H 0.0628 -0.3824 -5.0971
H 1.4923 0.3315 -5.8354
H 3.1916 -0.2810 -3.0935
H 4.2807 0.8616 1.5937
H 3.6583 2.5457 1.5380
C 2.1229 0.7375 5.0019
H 2.1363 1.4588 5.8216
C 2.7174 -0.6279 5.4398
H 1.9289 -1.3639 5.5817
H 3.2943 -0.5312 6.3607
H 1.1030 0.6183 4.6383
H 4.4522 1.6935 5.1954
H 4.9240 1.7816 3.4999
N -0.1324 -2.3098 2.0490
C -0.8400 -2.2957 0.7934
H -0.1192 -2.4775 -0.0027
H -1.5927 -3.0906 0.8008
C -1.5247 -0.9345 0.6091
N -2.3875 -0.6693 1.7481
C -3.7149 -0.6155 1.5613
O -4.2295 -0.6853 0.4593
C -4.6064 -0.4595 2.8151
N -5.8892 0.0412 2.3988
C -6.7751 -0.5202 1.5516
C -7.8273 0.3717 1.5086
N -7.5015 1.3977 2.3249
N -6.3434 1.1906 2.8489
C -9.1075 0.3347 0.7514
H -9.2615 -0.6759 0.3735
C -9.1015 1.3125 -0.4311
H -10.0150 1.1702 -1.0102
H -8.2548 1.0838 -1.0791
C -8.9909 2.7789 -0.0070
N -10.1742 3.2500 0.6901
C -10.2991 3.5020 1.9924
N -9.3400 3.2296 2.8534
H -9.4843 3.4640 3.8215
H -8.5330 2.5647 2.6430
N -11.4472 4.0576 2.4154
H -12.1510 4.3730 1.7707
H -11.5789 4.2870 3.3853
H -10.9784 3.4249 0.1060
H -8.8685 3.3976 -0.8999
H -8.1204 2.9256 0.6312
H -9.9331 0.5777 1.4243
H -6.6055 -1.4484 1.0532
C -4.7838 -1.8052 3.5228
H -5.1221 -2.5622 2.8189
H -3.8491 -2.1363 3.9635
H -5.5223 -1.7124 4.3167
H -4.2090 0.3004 3.4943
C -1.6428 -0.6484 2.9893
H -0.8608 0.1139 2.8990
H -2.2767 -0.4100 3.8393
C -0.9594 -2.0111 3.1896
H -0.3252 -1.9933 4.0746
H -1.7096 -2.8036 3.2850
H -0.7627 -0.1508 0.5600
H -2.1363 -0.9214 -0.2935
H 4.9672 -2.4702 0.2194
H 2.8486 -3.9738 -0.7436
H 2.7568 -2.4520 -1.6384
H 5.3240 -4.1134 -1.4782
H 4.0750 -4.3982 -2.7093
H 5.4112 -0.9584 -1.8347
H 6.6334 -2.2576 -1.6666
H 7.4740 -0.3882 -3.0753
H 5.9101 1.1189 -7.2851
H 3.4149 2.7847 -5.5906
H 5.3352 2.2117 -1.8900

Forces on the atoms, in the same order (eV/Å):
-0.123 0.216 -0.525
0.054 -0.132 0.333
-0.156 0.115 -0.388
-0.136 -0.062 -0.023
-0.275 0.324 0.098
0.647 -0.320 0.056
0.110 0.077 -0.021
-0.251 0.172 -0.155
-0.039 0.045 -0.003
0.006 -0.100 -0.041
-0.011 -0.073 -0.112
-0.072 -0.244 0.295
-0.020 0.065 0.066
0.277 0.315 -0.364
0.267 0.064 -0.128
-0.376 -0.081 0.235
0.036 -0.127 -0.230
0.140 -0.382 0.070
-0.106 0.344 0.094
-0.016 -0.118 -0.368
0.420 -0.156 0.113
-0.115 0.075 0.251
0.019 -0.588 -0.263
0.340 0.059 0.038
0.062 -0.152 0.092
0.353 -0.009 -0.027
0.040 0.125 0.196
0.012 0.036 -0.074
0.261 -0.106 -0.027
-0.104 0.152 0.213
0.149 0.400 -0.288
-0.169 -0.017 -0.158
0.228 0.091 0.514
-0.659 -0.010 -0.493
1.029 -0.178 0.287
-0.259 0.110 0.356
-0.274 0.479 0.718
-0.130 -0.175 -0.675
-0.145 0.074 0.125
0.083 0.092 -0.033
-0.045 -0.068 -0.021
-0.102 -0.022 0.019
-0.219 -0.088 -0.114
0.086 0.060 -0.024
0.031 0.114 -0.011
0.116 0.053 0.166
-0.421 0.036 -0.236
0.262 0.025 -0.213
-0.261 0.219 -0.078
-0.114 -0.232 0.289
0.071 -0.055 0.030
0.063 -0.027 0.127
-0.012 -0.048 -0.063
-0.041 -0.038 -0.107
0.203 -0.271 -0.479
-0.079 0.159 -0.001
0.032 -0.155 -0.004
-0.385 -0.005 0.135
-0.021 -0.029 -0.024
-0.152 -0.029 0.159
0.065 0.138 0.140
-0.031 -0.037 -0.025
0.135 0.035 0.106
0.038 0.059 -0.132
0.013 0.022 0.059
-0.070 -0.047 0.027
-0.099 0.156 -0.415
-0.183 -0.026 0.016
0.020 0.036 -0.054
0.031 -0.338 -0.403
0.209 0.066 -0.130
-0.202 0.310 0.263
-0.186 -0.125 -0.185
0.511 -0.229 0.103
-0.680 -0.004 -0.478
-0.596 0.383 -0.032
0.333 -0.736 -0.014
0.136 -0.283 -0.120
0.710 0.579 0.744
0.101 0.100 -0.216
-0.120 0.018 0.073
-0.012 0.059 0.241
0.001 0.026 -0.105
-0.009 0.008 -0.079
0.276 -0.298 -0.318
-0.313 0.056 -0.083
-0.174 0.156 0.064
0.060 0.043 0.037
-0.064 0.054 -0.011
-0.194 0.211 0.022
-0.099 0.048 0.070
0.067 0.024 0.005
-0.004 -0.058 -0.047
0.010 0.020 0.160
0.052 0.016 0.154
-0.053 0.125 -0.110
-0.058 -0.121 -0.002
0.071 -0.202 -0.114
-0.003 0.175 0.036
-0.002 -0.074 -0.049
0.094 -0.055 0.013
-0.011 0.006 0.038
-0.076 -0.133 -0.103
0.195 -0.245 0.380
-0.111 -0.026 0.125
-0.034 0.020 -0.003
-0.122 0.268 0.374
-0.189 -0.035 -0.033
0.012 0.058 0.043
0.010 -0.006 -0.013
0.115 0.021 0.089
-0.014 0.063 0.049
0.030 0.070 -0.128
-0.040 -0.159 -0.097
0.011 -0.022 -0.073
0.036 0.011 0.174
0.076 -0.033 0.030
-0.039 0.016 0.026
-0.027 -0.046 0.016
-0.063 -0.057 0.018
0.213 0.006 -0.027
0.140 -0.064 0.602

Values from the calculation:
- Highest occupied orbital energy: -0.4451 hartree
- F_max: 0.0229 Eh/bohr
- Frontier orbital gap: 8.93 eV
- Net charge: +2
- Relative energy (zero: lowest compared OMol25 entry of this formula, charge and spin): 0.000 eV
- Lowest unoccupied orbital energy: -3.18 eV

Atomic partial charges in e from the Löwdin method, atoms 1 to 4:
1. C 0.136
2. C -0.103
3. C -0.190
4. H 0.140


Entry 3:
ORCA calculation (ωB97M-V/def2-TZVPD) on 2 unconnected molecules or ions with the total composition C5H13BNO7PS.

Geometry (Å):
N 5.0534 -1.7740 -0.0815
B 4.2813 -2.7712 -0.7998
O 4.3317 -2.8763 -2.1497
O 3.4445 -3.6749 -0.1074
C 2.1754 -3.6132 -0.5459
O 1.7362 -4.2703 -1.4352
O 1.4195 -2.7518 0.2105
P 1.1531 -1.2858 -0.4519
O 1.8838 -1.0492 -1.6987
H 4.6566 -0.8665 -0.2881
H 4.9333 -1.9336 0.9088
H 4.3090 -1.9904 -2.5138
H -0.2152 -1.2267 -0.6478
H 1.4887 -0.3609 0.5498
C -2.7144 3.3308 0.6194
C -3.8994 2.4220 0.9733
C -3.6378 1.0543 0.3283
S -1.8538 0.8886 0.2192
O -1.4706 0.8571 -1.1691
O -1.4083 -0.1255 1.1456
C -1.4612 2.5017 0.8840
H -2.7165 4.2466 1.2075
H -2.7617 3.6077 -0.4356
H -3.9623 2.3119 2.0574
H -4.8447 2.8398 0.6322
H -4.0319 0.2359 0.9247
H -4.0359 1.0015 -0.6828
H -0.5705 2.8887 0.3945
H -1.2824 2.3834 1.9522

Forces on the atoms, in the same order (eV/Å):
-0.866 -0.653 0.258
0.747 0.133 -0.193
-0.581 0.036 0.089
0.004 0.370 0.306
0.100 -1.636 -0.921
-0.139 0.447 0.653
-0.079 0.791 0.154
-0.472 0.039 -0.383
0.859 0.038 -0.303
0.437 0.387 -0.136
0.084 0.247 0.273
0.306 0.180 -0.556
-0.120 -0.223 0.328
-0.161 -0.338 0.288
-0.079 -0.087 -0.056
0.083 0.029 0.024
-0.337 0.171 0.100
-0.335 0.394 0.370
0.150 -0.207 0.014
0.152 -0.098 -0.177
-0.066 0.329 0.035
0.011 0.012 0.003
0.036 0.013 -0.004
0.017 -0.010 0.005
-0.015 -0.013 -0.009
0.099 -0.109 -0.066
0.108 -0.035 -0.053
0.042 -0.136 -0.040
0.014 -0.069 -0.003

Values from the calculation:
- Highest occupied orbital energy: -0.3798 hartree
- F_max: 0.0366 Eh/bohr
- Frontier orbital gap: 10.77 eV
- Lowest unoccupied orbital energy: 0.44 eV

Atomic partial charges in e from the Löwdin method, atoms 1 to 4:
1. N 0.192
2. B -0.760
3. O 0.202
4. O 0.208


Entry 4:
ORCA calculation (ωB97M-V/def2-TZVPD) on 2 unconnected molecules or ions with the total composition C3H11ClN3.

Geometry (Å):
C 1.7725 -0.4647 1.2700
C 1.6541 -0.0588 -0.2975
C -0.6875 1.2170 -0.5496
N -2.0198 1.3195 -0.4361
N 0.0102 0.1195 -0.3572
N 2.0511 -0.9506 -1.2730
Cl -4.5865 -0.7215 0.5241
H 2.7548 -0.9434 1.3325
H 1.7790 0.4805 1.7258
H 0.9350 -1.0775 1.6067
H 2.0658 0.9269 -0.4770
H -0.1361 1.9968 -1.0676
H -2.5701 0.6429 0.2148
H -2.3652 2.2769 -0.4133
H -0.5657 -0.6098 0.1072
H -3.8279 -1.5763 1.2355
H 1.9028 -0.7143 -2.1905
H 1.8337 -1.8632 -0.9548

Forces on the atoms, in the same order (eV/Å):
0.952 -0.445 -3.520
-2.021 -0.190 1.468
0.394 -1.285 -1.139
-0.165 -0.628 2.062
-1.053 0.792 0.874
0.770 -0.284 3.614
1.135 -1.076 0.947
-0.317 -0.075 0.556
0.007 0.999 1.161
0.362 -0.087 -0.069
-0.288 0.313 0.041
-0.253 0.455 0.393
1.141 1.444 -1.720
-0.132 -0.382 -0.221
0.969 0.222 -0.491
-1.114 1.010 -0.860
-0.391 0.401 -2.425
0.003 -1.185 -0.672

Values from the calculation:
- Highest occupied orbital energy: -0.5188 hartree
- F_max: 0.0721 Eh/bohr
- Frontier orbital gap: 10.87 eV
- Net charge: +1
- Relative energy (zero: lowest compared OMol25 entry of this formula, charge and spin): 1.483 eV
- Lowest unoccupied orbital energy: -3.25 eV

Atomic partial charges in e from the Löwdin method, atoms 1 to 4:
1. C 0.003
2. C -0.308
3. C -0.172
4. N 0.136


Entry 5:
ORCA calculation (ωB97M-V/def2-TZVPD) on a molecular structure, C4H8Cl2FeIO16S2.

Geometry (Å):
Fe -0.7159 -1.2840 -0.2362
I -1.2059 -2.9461 -2.2209
Cl 0.6057 1.2190 -0.3629
O 0.0428 2.5066 -0.6387
O 0.3932 0.3131 -1.4837
O 1.9992 1.3302 -0.0653
O -0.1091 0.5709 0.7470
Cl -1.4453 -2.4221 2.6913
O -1.7774 -1.5694 1.5207
O -2.5375 -3.3211 2.9056
O -0.2444 -3.1532 2.3805
O -1.2516 -1.5554 3.8088
C 4.0520 -0.5638 1.8451
C 4.7330 -0.8782 0.4810
O 3.7216 -1.4873 -0.3148
S 2.6227 -2.1435 0.6288
O 3.0456 -3.4041 1.0876
O 1.3829 -2.0125 -0.0232
O 2.6911 -1.0065 1.7085
H 4.0095 0.4659 2.1793
H 4.5214 -1.1823 2.6144
H 5.5611 -1.5655 0.6409
H 5.0354 0.0255 -0.0392
C -3.0835 2.4834 -2.9008
C -2.9129 3.2731 -1.6093
O -2.8193 2.2658 -0.5997
S -3.5408 0.9333 -0.9918
O -4.8044 0.7925 -0.3877
O -2.5693 -0.0872 -0.8942
O -3.7562 1.2917 -2.5396
H -2.1260 2.2911 -3.3872
H -3.7077 3.0367 -3.6032
H -3.7865 3.8915 -1.3856
H -2.0236 3.8920 -1.5556

Forces on the atoms, in the same order (eV/Å):
-0.326 -0.261 -0.105
0.029 -0.035 0.016
-0.055 -0.045 -0.243
0.115 -0.078 0.059
0.113 0.187 -0.299
0.041 0.068 0.106
0.147 0.279 0.218
0.210 -0.558 0.010
-0.049 0.060 -0.339
0.047 0.225 0.000
-0.039 0.227 0.021
0.002 0.058 0.139
-0.006 -0.804 0.371
-0.287 0.563 0.378
0.114 -0.416 -0.213
-0.150 1.064 -0.365
0.550 -0.478 0.468
-0.786 -0.169 -0.388
0.215 -0.148 0.463
0.057 0.140 -0.355
-0.022 0.196 0.087
0.077 0.024 -0.194
0.108 -0.065 -0.061
0.342 0.868 -0.467
-0.473 0.076 0.259
0.059 0.425 0.480
0.573 0.190 -0.827
-0.492 0.006 0.246
0.054 -0.585 0.250
-0.256 -0.220 0.233
0.011 -0.366 0.194
-0.083 -0.157 0.016
-0.020 -0.053 -0.089
0.181 -0.218 -0.070

Values from the calculation:
- Highest occupied orbital energy (spin up / spin down): -0.1969 / -0.1975 hartree
- F_max: 0.0221 Eh/bohr
- Frontier orbital gap (spin up / spin down): 7.67 / 7.68 eV
- Net charge: -1
- Relative energy (zero: lowest compared OMol25 entry of this formula, charge and spin): 0.000 eV
- Spin multiplicity: 5
- Lowest unoccupied orbital energy (spin up / spin down): 2.31 / 2.31 eV
- ⟨S²⟩: 6.01

Atomic partial charges in e from the Löwdin method, atoms 1 to 4:
1. Fe 0.397
2. I 0.059
3. Cl 0.704
4. O -0.306


Entry 6:
ORCA calculation (ωB97M-V/def2-TZVPD) on a gas-phase ion, C3H6N3S2 (charge +1).

Geometry (Å):
C -0.9782 -0.0821 -0.0777
C 0.2689 0.3465 0.4339
C 1.4768 0.0689 -0.4164
N 1.2591 -1.0407 0.4115
N -1.0726 -1.2665 -0.5171
N -2.0304 0.7893 0.1142
S 0.2570 -2.3079 0.0057
S 2.9933 0.9643 -0.1886
H 0.3802 0.9110 1.2523
H 1.3060 -0.0024 -1.4424
H -1.9413 -1.5042 -0.9169
H -1.9871 1.6572 0.5702
H -2.9069 0.6713 -0.2604
H 2.9752 0.7952 1.0319

Forces on the atoms, in the same order (eV/Å):
-2.278 4.327 2.129
2.649 -3.614 -1.739
0.434 0.590 0.022
-1.532 1.115 1.113
0.763 -1.292 -0.573
2.457 -1.849 -0.480
-0.144 -0.186 -0.709
0.000 0.538 -3.509
0.102 2.192 2.849
-0.466 -0.321 -1.748
-0.950 -1.233 -0.652
1.053 1.138 0.541
-2.257 -0.983 -1.098
0.170 -0.422 3.854

Values from the calculation:
- Highest occupied orbital energy: -0.4844 hartree
- F_max: 0.1037 Eh/bohr
- Frontier orbital gap: 8.38 eV
- Net charge: +1
- Relative energy (zero: lowest compared OMol25 entry of this formula, charge and spin): 1.048 eV
- Lowest unoccupied orbital energy: -4.81 eV

Atomic partial charges in e from the Löwdin method, atoms 1 to 4:
1. C -0.378
2. C -0.063
3. C -0.720
4. N -0.310